Density functional theory data (ωB97M-V/def2-TZVPD) for a 2-piece molecular cluster, C4H9NO overall at a distorted geometry.

lowest unoccupied orbital energy	0.771	eV
charge	0
E_HOMO	-0.289	hartree
strongest force on any atom	0.0658	Eh/bohr
molecular weight	87.12	g mol⁻¹
relative energy (zero: lowest compared OMol25 entry of this formula, charge and spin)	302.2	kJ/mol
structure (SMILES)	C=C/C=C/N.O

Structure (XYZ):
```
15
C4H9NO | the Open Molecules 2025 dataset | ωB97M-V/def2-TZVPD
C 3.049 -0.623 0.785
C 1.924 -0.997 0.059
C 0.918 -0.092 -0.460
C -0.300 -0.525 -0.982
N -1.437 0.223 -1.321
H 3.598 -1.254 1.462
H 3.436 0.408 0.607
H 1.679 -2.007 -0.076
H 1.255 1.088 -0.373
H -0.272 -1.557 -1.320
H -1.882 -0.192 -2.142
H -2.079 0.347 -0.593
O -3.547 1.581 1.128
H -3.743 1.723 2.100
H -2.600 1.875 1.128
```